Record 1
51
Properties=species:S:1:pos:R:3:forces:R:3:nbo_charge:R:1 method="wB97M-V/def2-TZVPD" lumo_ev=0.298 orbital_gap_ev=9.525 total_energy_ha=-1403.24161
B -0.957611 0.185018 -0.055231 0.339 0.530 -0.023 1.19
H 6.689630 0.218406 -2.966536 0.001 -0.003 0.002 0.20
C 4.984419 0.183895 -1.615587 0.016 -0.125 -0.102 -0.08
B 0.054793 0.393627 2.102608 0.039 0.289 -0.066 1.18
C -6.022551 1.022758 -0.542451 0.019 -0.251 -0.089 -0.39
H 6.987106 -2.259707 -1.185603 0.015 0.028 -0.024 0.17
H 0.507052 3.099194 2.907444 -0.140 -0.006 -0.026 0.16
H -3.345003 1.799658 -0.291280 -0.005 -0.010 -0.003 0.20
H 3.256453 -0.288443 -0.656751 -0.021 0.030 -0.037 0.34
C -4.755048 0.405641 -1.150506 0.129 -0.066 0.071 -0.40
C -7.365651 -1.166471 -0.523423 -0.048 -0.037 0.188 -0.62
C -6.849043 0.034544 0.288548 0.029 0.122 -0.274 -0.40
H 6.774034 0.878250 -0.587254 -0.004 -0.017 -0.043 0.16
O 6.213316 -0.935522 0.230684 -0.004 -0.031 -0.041 -0.55
F -1.469481 2.794599 3.235398 0.346 -0.063 0.091 -0.37
O -0.953536 0.728747 1.219928 -0.039 -0.404 0.130 -0.89
C -2.252340 0.031753 -0.900775 -0.149 0.155 -0.032 -0.79
C 5.725626 -0.283377 -2.863936 0.012 0.033 -0.038 -0.61
H -8.441964 -1.099073 -0.682996 0.015 0.035 -0.088 0.21
H 4.608900 1.193636 -1.812468 0.020 0.015 0.029 0.19
H 0.009966 2.923074 4.598334 -0.068 -0.009 -0.064 0.16
H -2.070063 0.320869 -1.941416 0.047 -0.008 0.018 0.24
H -6.245076 -0.299315 1.135599 -0.080 -0.021 0.036 0.19
H 5.898556 -1.359675 -2.844379 0.011 0.005 0.026 0.20
H 8.060194 -0.918117 -0.720506 0.004 -0.007 -0.009 0.17
H -0.493740 0.519320 4.228650 -0.008 0.000 -0.031 0.25
H -6.664666 1.416897 -1.333814 0.028 0.102 0.019 0.20
H 1.184166 0.891980 3.880949 -0.037 0.003 0.095 0.24
H -6.886659 -1.236485 -1.499932 -0.018 -0.010 -0.011 0.20
C -0.138657 2.534929 3.587195 -0.122 0.006 0.056 0.08
C -3.499354 0.718256 -0.344661 0.039 -0.111 0.067 -0.38
C 7.300975 -1.619069 -0.357835 0.012 -0.005 0.057 -0.25
H 5.131170 -0.068089 -3.750932 -0.022 -0.027 0.007 0.22
C 0.160739 1.046358 3.526208 0.113 0.082 -0.125 -0.82
B 0.876022 -1.092499 0.447299 0.363 0.380 0.062 0.98
H -5.722513 1.853985 0.101513 -0.131 0.120 -0.111 0.20
H -4.850624 -0.684280 -1.193709 -0.057 0.011 -0.059 0.19
H -7.709202 0.582561 0.676972 0.087 -0.054 0.271 0.20
S 1.468301 -2.800352 0.066467 0.093 -0.006 -0.310 -0.26
H -4.610856 0.726932 -2.185411 -0.008 0.086 0.013 0.20
H -2.436228 -1.052403 -0.947009 0.054 0.000 -0.057 0.24
H -7.188029 -2.108902 -0.004434 0.015 -0.015 -0.032 0.21
H 5.306589 0.839076 0.397609 0.005 -0.026 0.019 0.18
H -3.649888 0.379433 0.685559 -0.015 0.110 0.032 0.20
H 4.145757 -1.573728 -1.049902 -0.001 -0.013 -0.037 0.36
O 0.996603 -0.554717 1.712855 -0.484 -0.322 0.136 -0.90
C 5.867721 0.296760 -0.367954 -0.032 0.084 0.055 -0.07
N 3.819045 -0.679257 -1.406827 0.031 0.086 0.155 -0.82
O 0.265628 -0.317229 -0.505388 -0.498 -0.748 -0.150 -0.89
H 0.541396 -3.375621 0.845434 0.111 0.083 0.242 0.16
H 7.743626 -2.247824 0.413651 -0.002 0.002 0.003 0.19

Record 2
20
Properties=species:S:1:pos:R:3:forces:R:3:mulliken_spin:R:1 method="wB97M-V/def2-TZVPD" charge=+1 lumo_ev="-5.550 / -8.411" orbital_gap_ev="6.213 / 6.151" total_energy_ha=-1947.55615 multiplicity=7 e_above_lowest_kj_mol=0.00
C -0.423149 -1.698201 -0.211350 -0.255 0.113 0.265 -0.04
O 3.826858 0.161292 -0.242141 -1.975 1.434 -0.094 0.09
O 2.172504 1.711892 0.021993 -2.351 1.735 0.609 0.18
H -0.991521 -2.057031 -1.084690 0.272 0.152 0.243 0.02
H -2.967404 0.356444 -1.855897 0.307 0.136 0.251 0.01
Fe 0.210346 1.442555 0.373401 1.949 -2.086 0.118 4.21
C 2.690545 0.565033 -0.155030 3.843 -2.785 -0.614 -0.03
H 1.507176 -1.865483 -1.439252 -0.470 -0.353 0.268 0.01
H -0.450655 -2.515404 0.523085 -0.164 0.156 0.091 0.08
O 1.673358 -0.376891 -0.108251 -2.864 1.935 2.102 0.21
H -4.363279 -0.092385 0.086288 0.314 0.071 0.042 0.00
C 0.983116 -1.422286 -0.592905 0.975 -1.276 -2.194 0.83
H -2.800873 1.937150 -1.021389 0.054 -0.274 -0.028 0.00
C -2.653439 0.855453 -0.928087 -1.333 0.406 -0.332 0.00
O -1.278350 0.570604 -0.683215 1.544 0.444 0.193 0.09
O -2.530534 -0.871366 0.572622 1.003 0.016 0.049 0.03
H -3.355967 0.951884 1.139810 -0.032 -0.177 -0.182 0.00
O -0.614840 0.070317 1.429229 1.210 2.282 0.385 0.35
C -3.344268 0.253522 0.288757 -0.299 0.449 0.195 0.00
C -1.193568 -0.510499 0.391406 -1.729 -2.377 -1.368 -0.04

Record 3
15
Properties=species:S:1:pos:R:3:forces:R:3:nbo_charge:R:1 method="wB97M-V/def2-TZVPD" lumo_ev=0.887 orbital_gap_ev=12.243 total_energy_ha=-250.64834 e_above_lowest_kj_mol=48.83
C 1.671118 1.253552 -0.340237 0.066 0.058 0.017 -0.60
H 2.751035 1.316253 -0.511518 -0.180 -0.052 0.088 0.21
H 1.517068 -0.449480 1.012818 -0.157 0.067 -0.088 0.20
H -1.007910 -1.828509 1.165318 -0.004 0.150 -0.170 0.24
H -1.484077 -0.204328 1.696338 0.119 -0.153 -0.134 0.24
N -3.390208 -0.878834 -0.762056 0.593 -0.170 0.971 -0.33
H 1.399317 1.954248 0.456686 0.069 -0.022 -0.133 0.20
C 1.184378 -0.152577 0.011593 -0.025 0.015 -0.020 -0.40
H 1.153671 1.575698 -1.252194 0.257 0.055 0.094 0.20
H -0.704781 0.853317 -0.284391 0.087 -0.153 -0.057 0.21
C -1.307896 -0.834213 0.816046 -0.121 -0.096 -0.015 -0.50
C -2.549381 -0.919516 0.032040 -0.789 0.002 -0.625 0.29
H -0.512113 -0.648327 -1.153721 -0.144 0.096 0.029 0.22
C -0.343013 -0.177434 -0.183643 0.221 0.200 -0.263 -0.39
H 1.622792 -0.859851 -0.703078 0.008 0.000 0.305 0.20